Here is a 6-piece molecular cluster, C30H69N9O8 overall at a distorted geometry from the Open Molecules 2025 dataset. Energies are from ωB97M-V/def2-TZVPD.

The energy above the lowest of the compared OMol25 structures with the same formula, charge and spin is 336.8 kJ/mol. The HOMO energy comes out at -8.50 eV. Its max |F| is 3.44 eV/A. The calculation puts the lowest unoccupied orbital energy at 0.407 eV. The spin multiplicity is 1. The calculation puts the orbital gap at 8.91 eV. The total energy comes out at -62016.438 eV.

CARTESIAN COORDINATES (ANGSTROEM)
C1 -3.94895 0.55097 3.81629
H1 -1.63540 -1.91980 1.50883
H2 -0.00672 -0.05918 3.62104
H3 0.71139 4.31861 -0.73044
H4 1.60928 -2.75425 4.70956
H5 -4.76945 1.13821 1.31061
H6 0.98947 3.21692 -2.15280
H7 1.87111 -0.43311 -0.58518
C2 7.89978 -1.74153 1.16235
C3 -10.50544 3.78333 3.31902
H8 3.92731 -1.35806 -4.50789
H9 5.65400 -1.13226 3.37722
N1 4.03501 2.39204 -5.65593
O1 4.63052 -0.24520 0.96666
H10 -3.25880 -3.35342 1.70446
H11 3.96325 4.41769 -6.13538
H12 2.97499 3.35394 -0.59584
H13 -10.51180 1.75407 1.43758
H14 7.87194 -1.99362 0.10116
H15 4.91448 1.52789 -4.00503
H16 -7.08721 0.86017 3.57502
C4 1.35291 -2.29989 -1.64305
C5 0.80682 3.21595 -1.02087
C6 -1.86347 -1.97174 -0.77916
H17 2.10887 -1.43508 -5.94541
H18 1.44964 -3.29797 -1.11377
H19 5.26003 -3.59926 -0.41523
N2 0.90276 -0.90935 5.28970
H20 6.20231 -4.56172 -1.64180
C7 3.33902 3.52637 -6.23255
H21 1.21724 -0.92604 1.44951
H22 -3.38424 -3.19752 -3.53223
H23 0.57466 -2.29334 -2.46874
C8 5.17432 -4.13819 -1.42142
H24 0.24772 0.97185 5.94387
N3 0.81155 -1.60951 0.79911
C9 1.01488 0.23293 6.17550
H25 -6.16389 0.76022 5.09359
H26 3.46840 -1.77382 -1.32658
H27 -11.51286 3.47101 3.04434
H28 -10.22270 3.31996 4.26712
N4 3.38953 -2.99966 -3.11606
H29 2.00436 0.68147 6.05951
N5 -3.54463 -2.67677 0.99117
C10 0.94351 -1.11668 -0.62341
H30 4.17111 -3.06940 -5.10678
H31 1.18248 -2.19789 -4.56482
C11 -6.26826 1.29994 4.15137
C12 -2.41809 -1.69402 0.70392
O2 2.67671 -1.99106 6.25233
H32 2.00411 2.46739 0.77252
O3 -1.45631 -0.83025 -1.51742
C13 -0.14175 -0.91774 4.28311
H33 0.34651 0.94395 0.79048
C14 5.67493 -0.80733 0.69170
C15 2.07234 -2.34295 -5.25400
H34 -5.92870 2.37412 1.86331
H35 5.88609 -1.16481 -0.32985
N6 6.68366 -1.06553 1.56694
H36 -1.14398 3.08548 0.02033
H37 -10.76730 3.31116 0.60501
C16 -10.03583 2.68651 1.12371
H38 3.11981 3.34503 -7.28480
C17 4.78362 -3.12348 -2.61771
C18 -0.54980 2.44070 -0.72430
O4 0.23698 0.43996 -2.34630
C19 4.39242 2.43807 -4.34291
O5 5.73942 -2.47231 -3.09470
C20 3.48072 -2.40204 -4.49572
H39 4.42633 -4.98771 -1.39116
N7 -2.72991 -2.53931 -3.07239
H40 -2.99342 -1.61746 -3.44378
H41 -4.17897 2.61806 2.09315
H42 -6.49357 2.34769 4.36212
H43 -1.42439 0.80714 0.45755
C21 -4.98507 1.88087 2.08314
H44 8.75362 -1.08619 1.35192
O6 -2.89704 0.44981 3.21283
H45 -1.12927 -2.83225 -0.69826
H46 1.96695 -3.31379 -5.84650
C22 1.78128 -1.93838 5.43037
H47 7.41932 -0.92328 3.52653
H48 -0.10730 -1.83380 3.69147
N8 -9.55524 3.39179 2.29500
H49 2.74208 -0.89963 -2.74781
H50 -7.60725 3.35863 1.63317
O7 4.17653 3.36658 -3.58875
O8 -7.77448 4.28684 3.42258
C23 4.32723 1.24709 -6.49443
H51 4.85100 0.47364 -5.93081
C24 -3.11652 -2.59389 -1.60320
H52 8.00978 -2.65959 1.74546
H53 -10.47695 4.86870 3.43885
H54 -2.89144 -0.66702 0.83276
C25 2.12175 2.63028 -0.34420
H55 -1.11373 -0.84634 4.77568
H56 0.90254 -0.10208 7.20948
H57 6.39389 0.43254 2.98553
H58 4.95435 1.56657 -7.33074
C26 -0.25486 -0.20703 -1.12621
H59 3.38990 0.83652 -6.87919
H60 -3.25156 -3.70317 -1.38322
C27 -0.41687 1.00387 -0.06134
H61 -4.09607 0.08705 4.80506
H62 1.40867 -2.44980 0.89300
C28 2.80239 -1.92344 -2.25415
H63 -4.06492 -1.98768 -1.47170
H64 -9.21575 2.45679 0.44221
H65 2.40738 3.69143 -5.68622
H66 -1.22674 2.38446 -1.64794
H67 2.43841 1.63246 -0.80378
N9 -5.04516 1.22262 3.37353
H68 -4.33983 -2.11882 1.34132
C29 6.53602 -0.65002 2.94944
H69 1.17181 0.69000 -2.23258
C30 -8.24127 3.69906 2.46633

Atom charges from the Mulliken analysis, given in e for atoms 1 to 6:
1. C 0.022
2. H -0.312
3. H 0.313
4. H 0.402
5. H 0.321
6. H 0.225

Here is C30H71FO21P4Tl as an isolated structure at a distorted geometry from the Open Molecules 2025 dataset. Energies are from ωB97M-V/def2-TZVPD.

As for the net charge: +1. The HOMO energy comes out at -10.00 eV. Its max |F| is 2.14 eV/A. The calculation puts the lowest unoccupied orbital energy at -6.588 eV. The spin multiplicity is 1. The calculation puts the orbital gap at 3.41 eV. The total energy comes out at -119826.456 eV.

CARTESIAN COORDINATES (ANGSTROEM)
H1 18.45685 27.25660 -12.73581
C1 24.94620 34.06241 -8.46154
C2 26.75008 29.52142 -7.33477
H2 26.53436 29.59718 -4.08338
C3 19.26137 32.24155 -3.15276
H3 21.64579 30.97209 -14.24212
C4 20.62564 31.17520 -13.92731
H4 25.81524 34.16973 -2.71853
H5 22.29528 32.07253 -1.15601
H6 18.83438 29.38599 -5.02391
C5 25.08442 33.47574 -2.30696
H7 20.21283 24.81295 -12.23412
H8 24.36390 33.86180 -12.46724
H9 20.60160 27.84316 -2.81855
H10 22.90842 34.71050 -8.47192
O1 20.43132 29.43555 -12.31094
H11 18.53537 24.89027 -11.81911
O2 24.97940 33.55272 -9.80033
H12 26.29999 28.55734 -1.71704
P1 20.10737 28.71715 -10.95875
P2 23.16668 28.87169 -3.29011
H13 19.98869 25.80364 -1.62461
C6 25.64274 28.31178 -2.54800
C7 16.95609 29.61616 -9.12837
O3 23.32472 28.92587 -4.73465
O4 24.45484 29.12185 -2.41367
P3 22.51742 32.93561 -5.06066
O5 24.80009 31.61242 -11.32311
H14 26.78060 28.66988 -6.59921
C8 24.49330 32.59748 -3.38347
O6 25.16548 24.90383 -6.34928
H15 19.87350 32.30201 -5.25149
C9 27.51618 30.68243 -6.66088
C10 23.35561 34.12558 -12.13684
O7 23.80525 33.47260 -4.32465
O8 21.44819 32.74533 -3.90593
H16 20.33886 35.95664 -6.64304
H17 19.67026 35.40092 -5.08020
O9 22.17426 29.93191 -2.67862
H18 25.70553 28.17181 -4.66893
C11 23.89543 35.14446 -8.31165
H19 27.76105 31.42531 -7.42248
O10 22.64912 27.48428 -2.75728
H20 23.32520 35.12421 -11.70812
H21 19.74406 32.10764 -2.18523
C12 22.53638 31.15324 -0.61676
H22 24.72839 33.28644 -7.71815
H23 25.95011 34.40055 -8.20240
H24 26.66138 31.82298 -10.41406
C13 24.30668 25.91976 -6.11537
H25 21.70579 25.28027 -1.55780
H26 17.08274 27.78527 -10.23650
H27 19.04129 24.85648 -13.52374
O11 18.56489 29.08385 -10.80928
C14 17.76704 28.49790 -9.77712
H28 26.54836 31.62599 -13.05412
H29 20.07388 26.99812 -13.41888
H30 23.62056 31.05321 -0.71840
C15 22.43974 34.01218 -13.34734
H31 19.38156 31.23411 -12.19522
C16 20.44458 35.99490 -5.55986
H32 24.00986 35.88056 -9.11317
C17 21.03006 26.13042 -1.58764
C18 21.81266 35.47357 -5.19142
H33 25.23170 32.02319 -3.94561
H34 21.08948 26.73386 -0.68100
H35 27.28080 27.99238 -3.92068
H36 18.34883 28.00639 -8.99519
C19 26.11560 31.09443 -11.00890
O12 23.38806 31.68239 -9.14911
F1 24.26430 22.90778 -5.79001
O13 20.54587 28.81841 -5.92158
C20 21.29457 26.99509 -2.79860
H37 22.69207 34.73220 -14.11989
H38 20.79726 29.97237 -1.13712
H39 21.10814 31.37560 -11.85757
H40 21.42528 34.12044 -12.95342
C21 20.36998 30.87205 -12.48784
Tl1 22.74458 29.38908 -7.52138
H41 23.61319 24.06073 -3.74766
H42 20.50130 32.25846 -14.03615
C22 20.25323 32.01050 -4.26901
H43 20.52691 30.95854 -4.36192
O14 20.12410 27.20596 -11.40738
C23 21.87992 29.96792 -1.27320
H44 18.39882 31.58046 -3.22043
C24 19.26420 25.26526 -12.53953
H45 22.30218 31.25007 0.44035
H46 27.91012 30.80864 -12.20901
H47 25.96356 30.13087 -10.52625
H48 26.51455 29.93810 -12.78994
O15 24.13980 26.84695 -6.81784
H49 16.59855 29.36577 -8.13162
H50 22.60655 36.11103 -5.57834
H51 27.29676 29.13902 -8.21675
H52 18.94172 33.28592 -3.16830
H53 26.87113 31.17312 -5.93531
H54 28.44503 30.27190 -6.27068
H55 26.04357 23.57273 -5.12797
H56 25.55110 32.87492 -1.52317
O16 25.48059 29.80908 -7.58979
H57 19.07288 27.61995 -5.12638
H58 25.04396 25.07708 -3.47156
H59 18.62360 28.60707 -6.54916
O17 22.74003 31.75382 -5.88332
H60 21.17228 26.46556 -3.74587
H61 21.90622 35.37708 -4.10961
C25 26.82956 30.87304 -12.31648
O18 22.00051 34.18764 -5.85877
H62 17.57339 30.51267 -9.04134
H63 23.82717 31.87584 -2.91164
O19 22.92321 33.17028 -11.14866
H64 25.33993 27.26717 -2.44286
H65 24.29414 34.05167 -1.82461
C26 19.41633 26.76333 -12.57890
H66 22.50793 33.01694 -13.78741
H67 24.01477 35.62460 -7.34504
C27 25.03951 23.92807 -5.34091
H68 19.87292 30.71589 -14.56330
C28 24.35215 24.70223 -4.22523
O20 23.69160 25.74111 -4.93077
C29 19.26803 28.56987 -5.64965
H69 20.37536 37.03787 -5.24935
H70 16.10150 29.90983 -9.73937
H71 22.23891 29.06050 -0.77558
C30 26.34267 28.54847 -3.86271
P4 23.97048 32.41359 -10.26310
O21 20.92498 28.94930 -9.77589

Atom charges from the Mulliken analysis, given in e for atoms 1 to 6:
1. H 0.343
2. C -0.086
3. C -0.040
4. H 0.121
5. C -1.474
6. H 0.290